[1]
{"formula": "C15H18BrINO5PS2", "method": "ωB97M-V/def2-TZVPD", "homo_energy_ev": -8.521, "orbital_gap_ev": 7.4, "e_lumo_ev": -1.15, "elements": ["C", "C", "C", "C", "O", "C", "C", "P", "S", "O", "C", "I", "C", "C", "O", "C", "C", "O", "C", "C", "C", "O", "Br", "N", "C", "S", "H", "H", "H", "H", "H", "H", "H", "H", "H", "H", "H", "H", "H", "H", "H", "H", "H", "H"], "positions_angstrom": [[3.04, -1.79, 2.80], [2.34, -0.89, 1.95], [1.29, -0.03, 1.04], [1.04, -0.39, -0.54], [0.24, -1.55, -0.93], [0.68, -2.80, -0.30], [2.22, -3.26, -0.63], [2.53, 0.05, -1.72], [4.08, 0.75, -0.79], [0.11, 0.73, -0.91], [-0.82, 0.96, 0.24], [-0.65, 3.18, 0.41], [-2.43, 0.80, -0.01], [-2.86, 0.74, -1.62], [-2.81, 2.07, -2.24], [-1.92, 2.04, -3.41], [-0.57, 2.95, -3.63], [-2.29, 1.21, -4.43], [-0.18, 0.43, 1.69], [-0.98, -0.72, 2.53], [-2.39, -0.24, 3.23], [-3.52, -0.92, 2.89], [-2.62, 1.24, 4.55], [-0.04, 1.79, 2.42], [0.75, 1.66, 3.53], [1.44, 1.56, 5.10], [3.50, -2.52, 3.63], [1.83, 1.04, 1.00], [0.46, -2.75, 0.86], [-0.03, -3.66, -0.73], [3.03, -2.44, -0.31], [2.44, -4.21, 0.05], [2.39, -3.60, -1.75], [2.04, 1.00, -2.71], [2.94, -1.14, -2.43], [-2.91, -0.18, 0.47], [-2.94, 1.77, 0.45], [-2.21, -0.08, -2.16], [-3.99, 0.38, -1.66], [-0.17, 2.83, -4.74], [-0.79, 4.11, -3.49], [0.29, 2.67, -2.88], [-1.26, -1.61, 1.79], [-0.28, -1.17, 3.37]], "mulliken_charge": [-0.90, -0.71, 0.16, 0.35, -0.26, -0.01, -0.91, 0.19, -0.36, -0.18, -1.20, 0.03, -0.38, -0.48, -0.33, 0.78, -0.60, -0.57, 1.88, -0.31, 0.20, -0.51, -0.10, -0.53, 0.10, -0.13, 0.34, 0.60, 0.13, 0.31, 0.22, 0.31, 0.26, 0.07, 0.10, 0.23, 0.40, 0.26, 0.34, 0.29, 0.29, -0.03, 0.21, 0.45]}

***

[2]
{"formula": "C15H18F2MnN3O2S", "method": "ωB97M-V/def2-TZVPD", "homo_energy_ev": [-19.096, -19.513], "s_squared": 3.849, "total_charge": 3, "orbital_gap_ev": [8.7, 6.1], "e_lumo_ev": [-10.42, -13.39], "spin_multiplicity": 4, "elements": ["Mn", "C", "O", "C", "C", "O", "C", "H", "H", "H", "H", "H", "H", "H", "H", "H", "H", "N", "C", "C", "C", "C", "C", "C", "N", "C", "C", "C", "S", "C", "N", "H", "H", "H", "H", "H", "H", "H", "F", "C", "F", "H"], "positions_angstrom": [[-0.14, -0.05, 1.04], [-1.15, -0.54, 3.90], [-0.64, -1.07, 2.64], [0.14, -2.29, 2.79], [0.28, -2.88, 1.42], [0.63, -1.78, 0.53], [1.12, -2.22, -0.76], [-1.85, -1.27, 4.31], [-1.67, 0.39, 3.67], [-0.33, -0.36, 4.59], [-0.41, -2.98, 3.45], [1.10, -2.04, 3.25], [-0.64, -3.33, 1.05], [1.08, -3.62, 1.40], [1.97, -2.88, -0.60], [1.44, -1.34, -1.31], [0.33, -2.75, -1.29], [-0.92, 1.40, -2.78], [0.33, 2.00, -2.80], [0.96, 2.76, -3.74], [2.26, 3.17, -3.41], [2.90, 2.80, -2.17], [2.27, 2.05, -1.24], [0.93, 1.64, -1.53], [0.06, 0.90, -0.82], [-1.05, 0.76, -1.61], [-2.18, 0.02, -1.14], [-3.37, -0.27, -1.74], [-4.35, -1.16, -0.69], [-3.14, -1.09, 0.51], [-2.06, -0.46, 0.15], [-1.61, 1.45, -3.51], [0.50, 3.03, -4.69], [2.81, 3.77, -4.12], [3.91, 3.14, -1.99], [2.77, 1.77, -0.33], [-3.71, -0.01, -2.74], [-3.29, -1.53, 1.49], [1.53, 0.54, 3.19], [1.22, 0.97, 1.99], [-0.02, 1.70, 2.05], [1.99, 1.64, 1.61]], "lowdin_spin": [2.12, 0.00, 0.01, 0.00, 0.00, 0.02, 0.00, 0.00, 0.00, 0.00, 0.00, 0.00, 0.00, 0.00, 0.00, 0.00, 0.00, -0.01, 0.10, 0.03, 0.28, 0.07, 0.05, 0.17, 0.07, 0.09, 0.01, 0.06, 0.03, 0.02, 0.02, 0.00, 0.00, 0.01, 0.00, 0.00, 0.00, 0.00, -0.03, -0.12, -0.02, -0.01]}

***

[3]
{"formula": "C15H18N2O3S", "method": "ωB97M-V/def2-TZVPD", "homo_energy_ev": -8.874, "orbital_gap_ev": 9.0, "e_lumo_ev": 0.13, "e_above_lowest_kj_mol": 99.9, "smiles": "Cc1cc(C)c(C#N)c(SCC(=O)CC(=O)OC(C)C)n1", "elements": ["C", "C", "N", "C", "C", "C", "C", "H", "C", "H", "H", "H", "C", "N", "S", "C", "C", "O", "C", "C", "O", "O", "C", "C", "H", "H", "H", "C", "H", "H", "H", "H", "H", "H", "H", "H", "H", "H", "H"], "positions_angstrom": [[-1.96, 2.27, 1.60], [-0.84, 1.29, 1.67], [-1.07, 0.11, 1.10], [-0.14, -0.81, 1.10], [1.12, -0.63, 1.70], [1.37, 0.60, 2.33], [0.37, 1.56, 2.30], [0.53, 2.52, 2.77], [2.68, 0.85, 3.00], [2.66, 0.42, 4.01], [2.87, 1.92, 3.09], [3.50, 0.38, 2.46], [2.09, -1.64, 1.65], [2.89, -2.46, 1.60], [-0.55, -2.32, 0.31], [-2.24, -1.92, -0.22], [-2.29, -0.79, -1.23], [-3.05, 0.13, -1.12], [-1.36, -0.97, -2.43], [-0.52, 0.27, -2.66], [-0.69, 1.05, -3.56], [0.45, 0.36, -1.75], [1.37, 1.46, -1.89], [0.78, 2.73, -1.28], [-0.15, 2.97, -1.78], [0.59, 2.58, -0.22], [1.48, 3.55, -1.41], [2.67, 1.04, -1.21], [2.52, 0.94, -0.14], [3.43, 1.80, -1.39], [3.01, 0.09, -1.61], [1.53, 1.61, -2.96], [-1.98, -1.11, -3.31], [-0.71, -1.83, -2.28], [-2.61, -2.84, -0.69], [-2.84, -1.67, 0.65], [-2.55, 2.22, 2.52], [-1.58, 3.29, 1.50], [-2.61, 2.03, 0.77]], "mulliken_charge": [-1.49, 0.17, -0.14, 0.30, 0.79, 1.25, -0.51, 0.45, -1.93, 0.43, 0.39, 0.39, -0.53, -0.51, -0.22, -0.84, 0.64, -0.56, -0.67, 0.54, -0.58, -0.19, 0.36, -1.20, 0.39, 0.07, 0.45, -1.23, 0.09, 0.48, 0.34, 0.49, 0.37, 0.34, 0.42, 0.43, 0.33, 0.38, 0.32]}

***

[4]
{"formula": "C15H18N2OS", "method": "ωB97M-V/def2-TZVPD", "homo_energy_ev": -7.645, "orbital_gap_ev": 8.3, "e_lumo_ev": 0.61, "e_above_lowest_kj_mol": 79.7, "smiles": "CCc1c[nH]c(=O)c(N)c1Sc1cc(C)cc(C)c1", "elements": ["O", "S", "C", "C", "C", "C", "C", "C", "C", "C", "C", "C", "C", "N", "N", "C", "C", "C", "C", "H", "H", "H", "H", "H", "H", "H", "H", "H", "H", "H", "H", "H", "H", "H", "H", "H", "H"], "positions_angstrom": [[-0.33, 4.04, 2.09], [0.85, -0.87, 1.51], [0.51, 3.19, 1.86], [1.15, 0.84, 1.34], [0.23, 1.73, 1.91], [2.69, 2.76, 0.93], [2.44, 1.42, 0.78], [-1.41, -2.25, 0.77], [-0.65, -0.58, -0.81], [-2.54, -2.01, -1.32], [-0.49, -1.20, 0.42], [-2.44, -2.62, -0.09], [-1.64, -1.00, -1.68], [-0.97, 1.22, 2.46], [1.76, 3.62, 1.50], [-3.54, -3.60, 0.24], [-1.70, -0.33, -2.98], [3.24, 0.29, -1.33], [3.55, 0.60, 0.13], [3.65, 3.17, 0.62], [-1.27, -2.67, 1.77], [0.04, 0.22, -1.06], [-3.32, -2.27, -2.05], [-1.21, 0.27, 2.15], [-1.71, 1.90, 2.53], [2.02, 4.58, 1.58], [-3.50, -3.97, 1.24], [-3.57, -4.45, -0.47], [-4.48, -3.07, 0.12], [-2.01, -1.01, -3.76], [-0.71, 0.07, -3.28], [-2.42, 0.51, -2.93], [2.33, -0.34, -1.41], [3.13, 1.19, -1.91], [4.10, -0.21, -1.80], [4.51, 1.12, 0.21], [3.67, -0.32, 0.71]], "mulliken_charge": [-0.68, -0.16, 0.36, 0.02, 0.49, -0.63, 0.43, -0.81, -0.35, -0.53, -0.18, 0.81, 0.67, -0.46, -0.03, -1.56, -1.62, -0.98, -0.93, 0.35, 0.37, 0.50, 0.37, 0.21, 0.27, 0.23, 0.37, 0.33, 0.35, 0.42, 0.35, 0.29, 0.20, 0.33, 0.39, 0.47, 0.33]}

***

[5]
{"formula": "C15H18N3O2PdSSe2", "method": "ωB97M-V/def2-TZVPD", "homo_energy_ev": [-11.378, -11.264], "s_squared": 6.025, "total_charge": 1, "orbital_gap_ev": [8.3, 5.2], "e_lumo_ev": [-3.10, -6.05], "e_above_lowest_kj_mol": 63.9, "spin_multiplicity": 5, "elements": ["Pd", "N", "C", "C", "C", "C", "C", "C", "C", "C", "N", "C", "H", "H", "H", "H", "H", "H", "H", "H", "O", "C", "C", "C", "O", "C", "Se", "C", "Se", "H", "H", "H", "H", "H", "H", "H", "H", "H", "H", "S", "C", "N"], "positions_angstrom": [[-0.32, 0.33, -0.35], [1.37, -0.14, -2.01], [2.01, 1.10, -2.33], [2.51, 1.38, -3.56], [3.13, 2.63, -3.82], [3.26, 3.55, -2.83], [2.73, 3.29, -1.55], [2.80, 4.21, -0.47], [2.21, 3.91, 0.72], [1.52, 2.70, 0.85], [1.45, 1.81, -0.12], [2.07, 2.08, -1.31], [1.22, -0.72, -2.83], [1.94, -0.67, -1.35], [2.46, 0.64, -4.35], [3.52, 2.83, -4.81], [3.76, 4.50, -3.02], [3.31, 5.16, -0.62], [2.24, 4.61, 1.55], [0.98, 2.47, 1.76], [-3.57, -4.54, 1.47], [-3.13, -3.41, 2.20], [-2.09, -2.67, 1.35], [-0.85, -3.55, 1.21], [-0.25, -3.86, 2.46], [-2.70, -2.45, -0.03], [-1.67, -1.51, -1.38], [-1.83, -1.36, 2.13], [-0.08, -0.54, 1.89], [-4.11, -5.10, 2.03], [-2.65, -3.69, 3.13], [-3.96, -2.73, 2.42], [-0.13, -3.09, 0.52], [-1.17, -4.50, 0.77], [0.40, -3.20, 2.70], [-3.62, -1.86, 0.04], [-2.97, -3.40, -0.48], [-1.92, -1.54, 3.20], [-2.54, -0.59, 1.84], [-1.81, 3.57, 2.12], [-1.78, 2.56, 0.89], [-1.74, 1.80, -0.03]], "lowdin_spin": [1.26, 0.08, 0.01, 0.00, 0.00, 0.00, 0.00, 0.00, 0.00, 0.01, 0.08, 0.01, 0.00, 0.00, 0.00, 0.00, 0.00, 0.00, 0.00, 0.00, 0.00, 0.00, 0.03, 0.03, 0.02, 0.10, 0.93, 0.07, 0.92, 0.00, 0.00, 0.00, 0.02, 0.00, 0.01, 0.02, 0.01, 0.01, 0.01, 0.17, 0.05, 0.13]}

***

[6]
{"formula": "C15H18N4O4", "method": "ωB97M-V/def2-TZVPD", "homo_energy_ev": -8.231, "orbital_gap_ev": 8.9, "e_lumo_ev": 0.64, "e_above_lowest_kj_mol": 175.4, "smiles": "N[C@@H](Cc1ccc(O)cc1)C(=O)N[C@@H](Cc1c[nH]cn1)C(=O)O", "elements": ["C", "C", "C", "C", "C", "C", "C", "C", "C", "C", "C", "C", "C", "C", "C", "H", "H", "H", "H", "H", "H", "H", "H", "H", "H", "H", "H", "H", "H", "H", "H", "H", "H", "N", "N", "N", "N", "O", "O", "O", "O"], "positions_angstrom": [[0.10, -1.01, 0.93], [0.33, -0.18, -0.35], [-1.15, -0.40, 1.61], [-1.65, -1.28, 2.67], [-1.76, -0.87, 4.00], [-2.13, -2.55, 2.32], [-2.18, -1.77, 4.99], [-2.70, -3.43, 3.26], [-2.64, -3.04, 4.61], [1.90, 0.99, -1.73], [3.38, 1.29, -1.60], [0.99, 2.15, -2.10], [0.80, 2.30, -3.58], [-0.33, 2.69, -4.19], [1.27, 2.42, -5.67], [1.98, -1.60, 1.45], [1.37, -0.26, 2.40], [-0.08, -2.00, 0.53], [-1.94, -0.22, 0.78], [-0.85, 0.55, 2.01], [-1.48, 0.16, 4.21], [-2.01, -2.96, 1.35], [-2.32, -1.49, 6.06], [-3.08, -4.38, 2.94], [-3.15, -3.59, 6.41], [2.22, 0.52, 0.25], [1.75, 0.26, -2.48], [-0.04, 1.95, -1.65], [1.35, 3.06, -1.58], [-1.33, 2.76, -3.78], [1.83, 2.43, -6.59], [-0.72, 2.85, -6.29], [3.38, 1.63, -3.50], [1.20, -1.13, 1.87], [1.51, 0.52, -0.45], [1.80, 2.17, -4.53], [-0.08, 2.70, -5.54], [-0.59, -0.04, -1.18], [-3.07, -3.95, 5.54], [4.06, 1.14, -0.64], [4.04, 1.59, -2.76]], "mulliken_charge": [0.43, -0.06, -1.08, 0.56, -0.58, -0.44, -0.57, -0.79, 0.98, -0.56, 0.58, -0.26, 0.20, -0.61, -0.40, 0.28, 0.26, 0.36, 0.28, 0.39, 0.35, 0.32, 0.19, 0.42, 0.29, 0.43, 0.61, 0.26, 0.26, 0.41, 0.47, 0.16, 0.55, -0.63, -0.24, -0.34, -0.09, -0.71, -0.53, -0.58, -0.58]}